95
Properties=species:S:1:pos:R:3:forces:R:3:lowdin_charge:R:1 method="wB97M-V/def2-TZVPD" total_charge=-1 gap_ev="4.78 / 4.80" lumo_energy_ev="1.86 / 1.87" de_lowest_ev=1.641 total_energy_ev=-128450.3192 fmax_ev_per_a=0.62 spin_multiplicity=5 s_squared=6.012
Cr 0.884 0.646 -0.035 0.6 0.2 0.0 0.61
C -1.522 -0.662 -5.164 0.0 0.0 0.0 -0.01
C -1.464 -0.136 -3.745 0.0 0.2 -0.2 -0.40
O -0.790 -0.709 -2.918 0.1 -0.1 0.1 0.02
C -2.238 1.129 -3.451 -0.1 -0.1 0.0 -0.20
C -2.189 1.019 -0.805 -0.1 0.0 -0.1 -0.25
C -3.622 0.656 -0.595 0.0 0.0 0.0 0.00
N -1.276 0.874 0.088 -0.5 0.0 0.2 -0.02
N -1.728 0.518 1.373 0.1 0.0 -0.2 0.08
C -0.755 0.519 2.240 0.1 -0.1 0.1 -0.49
O 0.501 0.701 2.016 -0.2 0.1 -0.1 -0.15
C -1.151 0.242 3.661 0.0 0.0 0.0 -0.14
C -0.172 0.243 4.648 0.0 0.0 0.0 -0.03
C -0.507 -0.004 5.974 0.0 0.0 0.0 -0.10
C -1.825 -0.257 6.323 0.0 0.0 0.0 -0.11
C -2.808 -0.260 5.339 0.0 0.0 0.0 -0.10
C -2.475 -0.011 4.018 0.0 0.0 0.0 -0.04
H -0.821 -1.487 -5.273 0.0 0.0 0.0 0.08
H -1.274 0.138 -5.864 0.0 0.0 0.0 0.09
H -2.530 -0.996 -5.410 0.0 0.0 0.0 0.07
H -1.857 1.851 -4.190 0.0 0.0 0.0 0.16
H -3.922 -0.023 -1.398 0.0 0.0 0.0 0.07
H -4.264 1.534 -0.694 0.0 0.0 0.0 0.09
H -3.762 0.190 0.375 0.0 0.0 0.0 0.06
H 0.849 0.448 4.353 0.0 0.0 0.0 0.11
H 0.264 0.004 6.736 0.0 0.0 0.0 0.09
H -2.088 -0.447 7.357 0.0 0.0 0.0 0.09
H -3.840 -0.454 5.607 0.0 0.0 0.0 0.09
H -3.226 -0.001 3.239 0.0 0.0 0.0 0.10
O 1.743 6.798 0.873 0.2 -0.2 0.0 0.10
C 0.522 6.783 0.347 -0.1 -0.1 -0.1 -0.51
O -0.146 7.790 0.316 0.0 0.0 0.0 0.05
C 0.038 5.485 -0.193 0.1 0.0 0.1 -0.07
C -1.165 5.282 -0.866 -0.1 0.0 0.1 -0.55
Cl -2.318 6.484 -1.240 0.0 0.0 0.0 0.79
N -1.270 3.966 -1.197 0.0 0.0 -0.2 -0.02
N -0.178 3.326 -0.779 0.0 0.0 0.0 0.12
C 0.610 4.195 -0.175 0.1 -0.1 -0.1 -0.13
C 1.911 3.633 0.278 0.1 0.4 0.1 -0.51
O 2.797 4.380 0.731 -0.1 0.0 0.0 0.02
O 2.073 2.379 0.113 0.0 -0.2 0.1 -0.16
C -2.251 3.161 -1.904 0.0 0.1 0.0 -0.15
C -1.801 1.733 -2.090 0.0 0.0 0.1 -0.17
C -3.702 0.902 -3.734 0.0 0.0 0.0 -0.13
C -4.662 1.839 -3.535 0.0 0.0 0.0 -0.18
C -4.561 3.113 -2.932 0.0 0.0 0.0 -0.16
C -3.472 3.679 -2.254 0.0 0.0 0.0 -0.11
H 2.198 5.906 0.816 -0.1 0.0 0.0 0.06
H -0.713 1.733 -2.125 0.0 -0.1 0.0 0.11
H -3.990 -0.035 -4.198 0.0 0.0 0.1 0.07
H -5.659 1.571 -3.881 0.0 0.0 0.0 0.09
H -5.446 3.736 -2.985 0.0 0.0 0.0 0.06
H -3.659 4.691 -1.930 0.0 0.0 0.0 0.03
C 5.689 2.563 1.182 0.0 0.0 0.0 0.00
C 5.448 1.208 0.612 0.1 -0.1 -0.1 -0.25
C 6.244 0.112 0.819 0.1 0.1 0.0 0.02
C 5.823 -1.107 0.270 0.0 0.0 0.0 -0.31
N 4.740 -1.232 -0.473 -0.1 0.0 -0.2 0.11
C 3.987 -0.138 -0.725 0.2 -0.1 -0.1 -0.75
S 2.637 -0.175 -1.750 -0.1 -0.1 0.1 0.69
N 4.365 1.053 -0.166 -0.3 -0.1 0.4 0.12
C 6.591 -2.365 0.549 0.0 0.0 0.0 -0.03
H 6.617 2.579 1.750 0.0 0.0 0.0 0.08
H 4.850 2.847 1.819 0.0 0.1 0.0 0.10
H 5.740 3.303 0.384 0.0 0.0 0.0 0.10
H 7.143 0.186 1.413 0.0 0.0 0.0 0.11
H 3.608 1.772 -0.141 -0.1 0.3 -0.1 0.10
H 7.656 -2.165 0.659 0.0 0.0 0.0 0.08
H 6.427 -3.081 -0.253 0.0 0.0 0.0 0.08
H 6.233 -2.804 1.483 0.0 0.0 0.0 0.08
N 0.479 -1.379 0.285 0.4 -0.3 -0.1 -0.38
S 0.164 -2.534 -0.745 -0.2 0.1 0.0 1.06
C -1.515 -3.065 -0.421 0.0 0.0 -0.1 -0.38
C -1.900 -3.488 0.845 0.0 0.0 0.0 -0.08
C -3.235 -3.756 1.091 0.0 0.0 0.0 -0.07
C -4.175 -3.595 0.079 0.0 0.0 0.0 -0.08
C -3.784 -3.161 -1.177 0.0 0.0 0.0 -0.07
C -2.444 -2.892 -1.433 0.0 -0.1 0.0 -0.07
C 1.056 -3.997 -0.204 0.0 0.0 0.0 -0.36
C 2.332 -3.788 0.296 0.0 -0.1 0.0 -0.07
C 3.111 -4.885 0.637 0.0 0.0 0.0 -0.07
C 2.624 -6.172 0.466 0.0 0.0 0.0 -0.09
C 1.352 -6.369 -0.055 0.0 0.0 0.0 -0.08
C 0.564 -5.281 -0.400 0.0 0.0 0.0 -0.08
H 0.264 -1.643 1.243 -0.1 0.1 0.0 0.04
H -1.166 -3.596 1.635 0.0 0.0 0.0 0.12
H -3.546 -4.078 2.077 0.0 0.0 0.0 0.11
H -5.220 -3.798 0.278 0.0 0.0 0.0 0.10
H -4.520 -3.011 -1.957 0.0 0.0 0.0 0.11
H -2.120 -2.524 -2.397 0.0 0.0 0.0 0.09
H 2.710 -2.780 0.398 0.0 0.0 0.0 0.08
H 4.107 -4.729 1.031 0.0 0.0 0.0 0.10
H 3.235 -7.025 0.734 0.0 0.0 0.0 0.10
H 0.969 -7.373 -0.192 0.0 0.0 0.0 0.10
H -0.428 -5.432 -0.806 0.0 0.0 0.0 0.11

93
Properties=species:S:1:pos:R:3:forces:R:3:lowdin_charge:R:1 method="wB97M-V/def2-TZVPD" total_charge=0 gap_ev=8.39 lumo_energy_ev=-0.38 total_energy_ev=-99336.2954 fmax_ev_per_a=2.17
H -2.604 -4.203 4.345 0.0 -0.1 0.0 0.05
N -2.572 -4.637 5.272 -0.1 0.2 0.0 0.10
C -1.796 -3.978 6.019 0.3 0.1 -0.1 -0.22
C -1.021 -2.745 5.577 -0.7 -0.2 0.3 -0.14
N 0.415 -2.898 5.814 0.5 -0.8 1.9 0.00
C 1.056 -3.837 4.923 -0.3 0.2 -1.1 -0.32
O 1.391 -4.960 5.173 -0.5 0.8 -0.3 0.17
C 1.250 -2.981 3.663 0.5 -0.1 1.5 -0.07
C 1.350 -3.309 2.349 0.0 -0.6 -0.2 0.01
C 1.524 -2.260 1.464 0.0 -0.8 -0.7 -0.08
C 1.622 -0.964 1.897 0.8 0.9 -0.8 -0.35
P 1.843 0.331 0.628 -1.8 0.5 0.1 0.43
S 0.295 1.519 0.601 0.2 0.2 0.0 0.18
C 1.555 -0.621 3.249 0.1 0.9 0.2 -0.20
C 1.700 0.805 3.737 0.4 0.0 0.2 -0.16
P 0.304 1.386 4.773 -0.7 0.4 -0.3 0.46
O -0.876 0.531 4.750 -0.1 -0.5 0.0 -0.24
O -0.071 2.875 4.227 1.0 -0.7 0.6 -0.13
O 0.927 1.647 6.234 0.2 0.4 -0.6 -0.13
C 1.352 -1.656 4.115 0.3 -0.7 0.8 -0.04
C 1.194 -1.700 5.639 -0.4 0.4 -1.1 -0.32
O 1.636 -0.996 6.501 -0.4 -0.4 -0.7 0.16
H -1.659 -4.310 7.052 0.1 0.1 -0.1 0.11
H -1.274 -2.552 4.521 0.2 0.1 0.1 0.13
H -1.373 -1.884 6.157 0.2 0.0 -0.1 0.13
H 1.289 -4.344 2.035 0.0 0.1 -0.1 0.13
H 1.575 -2.506 0.408 0.0 0.2 0.0 0.11
H 1.898 -0.329 -0.621 0.7 -0.2 0.4 -0.01
H 3.063 0.993 0.889 0.1 -0.5 -0.2 -0.02
H 1.790 1.485 2.885 -0.2 0.0 0.2 0.02
H 2.625 0.906 4.320 -0.2 -0.1 0.0 0.12
H 0.755 3.378 4.294 -0.3 0.5 -0.3 0.08
H 0.560 2.452 6.622 -0.1 -0.1 0.2 0.09
F -1.761 -1.533 -1.651 0.0 0.0 0.0 0.04
C -2.824 -0.737 -1.398 -0.3 0.2 0.1 -0.29
C -2.719 0.619 -1.631 0.2 0.1 -0.2 -0.04
C -3.811 1.435 -1.375 -0.1 -0.2 0.1 -0.09
C -4.988 0.886 -0.882 0.0 0.0 0.1 -0.10
C -5.074 -0.480 -0.649 0.1 0.2 -0.1 -0.07
C -3.986 -1.301 -0.913 0.0 -0.3 0.0 -0.02
H -1.790 1.028 -2.007 0.0 0.0 0.0 0.10
H -3.745 2.499 -1.559 0.0 0.0 0.0 0.11
H -5.837 1.523 -0.679 0.0 0.0 0.0 0.09
H -5.988 -0.909 -0.261 0.0 0.0 0.0 0.09
H -4.037 -2.370 -0.746 0.0 0.0 0.0 0.11
F 3.391 3.585 1.282 -0.1 -0.1 0.1 0.03
C 4.681 3.743 0.916 0.3 0.1 -0.1 -0.29
C 5.512 4.520 1.697 -0.1 0.1 0.2 -0.02
C 6.838 4.675 1.321 0.0 -0.1 -0.1 -0.08
C 7.311 4.062 0.168 0.1 0.0 0.0 -0.09
C 6.459 3.288 -0.609 0.0 0.1 0.1 -0.07
C 5.135 3.121 -0.231 -0.2 -0.2 -0.1 -0.02
H 5.122 4.996 2.587 0.0 0.0 0.0 0.12
H 7.503 5.276 1.927 0.0 0.0 0.0 0.11
H 8.345 4.190 -0.124 0.0 0.0 0.0 0.09
H 6.827 2.814 -1.510 0.0 0.0 0.0 0.10
H 4.456 2.516 -0.818 0.0 0.1 0.0 0.11
F 9.546 4.801 -2.541 0.0 0.0 0.0 0.06
C 9.748 3.604 -3.125 0.1 -0.3 -0.2 -0.29
C 9.896 3.538 -4.496 0.0 0.2 -0.2 -0.02
C 10.109 2.303 -5.092 0.0 -0.1 0.2 -0.08
C 10.162 1.153 -4.314 0.0 -0.1 -0.1 -0.10
C 10.006 1.238 -2.937 0.0 0.1 -0.2 -0.08
C 9.803 2.472 -2.337 0.0 0.0 0.3 -0.03
H 9.844 4.444 -5.086 0.0 0.0 0.0 0.12
H 10.234 2.237 -6.164 0.0 0.0 0.0 0.11
H 10.324 0.191 -4.782 0.0 0.0 0.0 0.10
H 10.043 0.343 -2.330 0.0 0.0 0.0 0.11
H 9.689 2.559 -1.264 0.0 0.0 0.0 0.11
F -7.123 -3.143 -0.226 0.0 0.0 0.0 0.05
C -6.898 -4.346 -0.791 0.1 -0.3 -0.2 -0.29
C -6.733 -4.425 -2.159 0.0 0.2 -0.2 -0.02
C -6.496 -5.663 -2.738 0.0 -0.1 0.2 -0.08
C -6.436 -6.802 -1.946 0.0 -0.1 0.0 -0.10
C -6.608 -6.703 -0.572 0.0 0.1 -0.1 -0.08
C -6.836 -5.466 0.014 0.0 0.0 0.3 -0.02
H -6.791 -3.526 -2.759 0.0 0.0 0.0 0.12
H -6.358 -5.739 -3.809 0.0 0.0 0.0 0.10
H -6.255 -7.767 -2.401 0.0 0.0 0.0 0.10
H -6.566 -7.590 0.045 0.0 0.0 0.0 0.10
H -6.964 -5.367 1.084 0.0 0.0 0.0 0.12
F -6.363 2.943 -2.568 -0.1 0.1 0.0 0.05
C -6.686 2.704 -3.853 -0.1 -0.1 -0.3 -0.28
C -5.724 2.195 -4.703 0.3 -0.1 0.1 -0.01
C -6.060 1.944 -6.026 -0.2 0.1 0.0 -0.08
C -7.343 2.213 -6.482 0.0 0.0 -0.1 -0.10
C -8.295 2.729 -5.614 0.2 -0.1 0.0 -0.09
C -7.969 2.973 -4.287 -0.2 0.1 0.2 -0.02
H -4.728 1.998 -4.329 0.0 0.0 0.0 0.11
H -5.318 1.538 -6.701 0.0 0.0 0.0 0.10
H -7.601 2.020 -7.515 0.0 0.0 0.0 0.10
H -9.295 2.943 -5.969 0.0 0.0 0.0 0.10
H -8.699 3.367 -3.593 0.0 0.0 0.0 0.12